# 1
# C14H44O8

A molecular structure, C14H44O8 at a distorted geometry (the ωB97M-V functional and the def2-TZVPD basis, the OMol25 dataset).

The geometry in XYZ format:
```
66
C14H44O8, DFT the ωB97M-V functional and the def2-TZVPD basis
C -2.74361 3.17146 -2.47088
C -2.78292 2.07758 -1.40675
O -1.55362 1.60038 -0.84902
H -2.28850 2.83255 -3.40153
H -2.06954 3.95244 -2.11904
H -3.65990 3.74903 -2.59293
H -3.23141 1.17700 -1.82616
H -3.44117 2.52550 -0.66231
H -0.98871 1.33782 -1.57944
C -2.96874 0.24359 1.18262
C -3.03430 -1.34041 1.21714
O -4.31804 -1.79054 1.42001
H -3.63773 0.70455 1.90930
H -3.18790 0.59821 0.17550
H -1.93400 0.56861 1.29111
H -2.33199 -1.61849 2.00297
H -2.66014 -1.75604 0.28154
H -4.32276 -2.75052 1.42498
C 2.49283 -1.58575 -1.54481
C 1.48954 -2.41875 -0.80722
O 0.47971 -2.67417 -1.75277
H 3.05142 -2.14062 -2.29860
H 3.35753 -1.38108 -0.91355
H 2.15516 -0.62162 -1.92498
H 1.17158 -1.75854 -0.00029
H 1.94687 -3.34490 -0.45908
H -0.02565 -3.47523 -1.59614
C 0.21340 -3.49972 2.05582
C 0.21176 -2.02065 1.70691
O -0.57633 -1.75487 0.55558
H -0.84661 -3.74795 2.10929
H 0.61502 -3.74298 3.03950
H 0.76708 -4.07798 1.31611
H 1.23953 -1.65762 1.70950
H -0.17800 -1.50506 2.58460
H -0.34741 -0.85235 0.32177
C -1.22691 -1.20591 -3.34001
C -1.27035 -0.98390 -1.80251
O 0.05182 -0.52724 -1.57016
H -2.07314 -1.73357 -3.78000
H -0.46539 -1.94265 -3.59576
H -1.01623 -0.25381 -3.82705
H -1.49420 -1.92606 -1.30216
H -2.06594 -0.26960 -1.59054
H 0.58935 -1.30647 -1.72971
C 3.26790 0.17931 -0.04574
C 3.31520 1.27747 0.98400
O 4.68224 1.59434 1.31729
H 2.21387 -0.02837 -0.23016
H 3.74530 -0.79417 0.06615
H 3.65092 0.51500 -1.00943
H 2.73211 1.26400 1.90483
H 2.99813 2.22792 0.55482
H 4.87486 1.10663 2.12143
C 0.76803 2.70126 1.56644
C 2.01454 3.44872 2.01862
O 1.55880 4.61598 2.76605
H 0.18055 3.28993 0.86187
H 0.11589 2.57161 2.43015
H 0.86916 1.70326 1.13999
H 2.59330 3.66022 1.11950
H 2.62805 2.79193 2.63532
H 1.21242 4.27167 3.59253
O -0.04636 0.16246 0.57644
H 0.38405 -0.04766 -0.25231
H -0.85043 0.61481 0.32133
```

Computed properties:
* highest occupied orbital energy: -9.0 eV
* E_LUMO: 0.46 eV
* energy relative to the best compared isomer or geometry (same formula, charge and spin): 1121.0 kJ/mol
* HOMO-LUMO gap: 9.46 eV
* charge: 0

Atom charges from the Löwdin analysis, given in e for atoms 1 to 8:
1 C -0.069
2 C -0.286
3 O -0.136
4 H 0.072
5 H 0.076
6 H 0.080
7 H 0.108
8 H 0.124

=====

# 2
# C14H45F3N12O11S

9 unconnected molecules or ions with the total composition C14H45F3N12O11S at a distorted geometry (the ωB97M-V functional and the def2-TZVPD basis, the OMol25 dataset).

The geometry in XYZ format:
```
86
C14H45F3N12O11S, DFT the ωB97M-V functional and the def2-TZVPD basis
O -0.62232 2.57689 -9.58968
H -1.13120 1.81170 -9.31199
H -0.16632 2.37018 -10.40879
H -1.20409 3.33843 -9.64619
C -2.59358 -0.92618 -7.19407
F -2.20074 0.16839 -6.53250
F -1.65039 -1.87424 -6.99810
F -3.83144 -1.33547 -6.72524
S -2.84857 -0.50409 -9.11483
O -1.74796 0.27616 -9.63928
O -2.86499 -1.87296 -9.70586
O -4.14011 0.25990 -9.20460
C -4.09883 3.61792 -10.47790
O -2.86825 3.44205 -10.43079
N -5.00144 2.89169 -9.91498
N -4.58891 4.54389 -11.18864
H -4.74355 1.95232 -9.64821
H -5.92702 3.28206 -9.81001
H -3.85036 4.92973 -11.75940
H -5.53563 4.89237 -11.23747
C -1.45386 3.90840 -6.31436
O -1.30959 4.05032 -7.54679
N -0.60588 4.33536 -5.45223
N -2.58255 3.63121 -5.75107
H -0.91009 4.48559 -4.50093
H 0.25034 4.70115 -5.84364
H -2.63430 3.70379 -4.74501
H -3.41661 3.48523 -6.30163
C -2.60256 0.34812 -13.84298
O -1.65821 -0.44696 -14.20513
N -2.58029 1.01508 -12.69660
N -3.66502 0.62802 -14.51595
H -1.73423 0.89479 -12.15825
H -3.41816 1.51647 -12.43836
H -3.94693 0.15752 -15.36403
H -4.37160 1.21501 -14.09607
C -0.91927 6.55216 -10.08679
O -0.35504 5.60556 -10.57496
N -0.48616 7.80543 -9.96084
N -2.10796 6.39042 -9.42294
H -1.00376 8.59282 -9.59724
H 0.43893 7.96818 -10.33207
H -2.60404 5.51174 -9.37917
H -2.59979 7.25094 -9.22877
C 1.99692 4.95933 -7.75279
O 1.33014 5.45702 -6.86102
N 3.28342 4.76662 -7.57954
N 1.58366 4.48199 -8.89471
H 3.69947 5.47829 -6.99599
H 3.77331 4.10543 -8.16513
H 0.61528 4.70019 -9.08103
H 2.25540 4.27038 -9.61865
C 2.84372 1.57713 -10.06348
C 1.98899 1.20698 -11.21989
C 1.28195 -0.19165 -10.91894
O 2.08349 -1.21913 -11.49310
C 1.39007 -2.43703 -11.36091
N 0.90146 2.24605 -11.53524
H 3.62839 2.27728 -10.35016
H 3.31008 0.65208 -9.72450
H 2.34608 1.92270 -9.15737
H 2.63056 1.11159 -12.09590
H 0.31963 -0.19048 -11.43085
H 1.13126 -0.31262 -9.84621
H 0.45459 -2.60327 -11.89509
H 1.08431 -2.56584 -10.32264
H 1.92867 -3.35333 -11.60259
H 1.33104 3.15259 -11.65244
H 0.57944 2.02281 -12.46614
C 5.57629 2.65099 -5.50420
C 4.80248 1.70163 -6.46522
C 3.26463 1.62473 -6.07577
O 2.60461 0.80800 -7.09260
C 1.32030 0.26543 -6.84195
N 4.96085 2.32398 -7.77595
H 4.85332 3.41873 -5.22854
H 6.39963 3.16575 -5.99942
H 5.90234 2.31419 -4.52015
H 5.15145 0.67004 -6.41916
H 2.89351 2.64656 -6.15468
H 2.94344 1.29219 -5.08868
H 0.84272 0.31637 -7.82042
H 0.62552 0.56821 -6.05856
H 1.42602 -0.78198 -6.55938
H 4.42310 1.93940 -8.53951
H 5.90264 1.97291 -7.87539
```

Computed properties:
* highest occupied orbital energy (spin up / spin down): 0.4 / -6.7 eV
* E_LUMO (spin up / spin down): 2.22 / 2.24 eV
* HOMO-LUMO gap (spin up / spin down): 1.85 / 8.99 eV
* 2S+1: 2
* charge: -1

Atom charges from the Löwdin analysis, given in e for atoms 1 to 8:
1 O 0.163
2 H 0.057
3 H 0.007
4 H 0.058
5 C -0.564
6 F 0.102
7 F 0.106
8 F 0.077

=====

# 3
# C14H46AsF6N14O8

A molecular structure, C14H46AsF6N14O8 at a distorted geometry (the ωB97M-V functional and the def2-TZVPD basis, the OMol25 dataset).

The geometry in XYZ format:
```
89
C14H46AsF6N14O8, DFT the ωB97M-V functional and the def2-TZVPD basis
As 3.14633 1.54325 1.20812
F 2.60323 3.20415 0.58863
F 4.79883 1.92802 0.98844
F 3.57112 -0.03939 1.85313
F 1.41084 1.23094 1.43544
F 3.07320 0.86312 -0.47813
F 3.33345 2.23495 2.84181
C 3.45329 -6.26634 0.90643
O 2.27387 -6.32659 1.36509
N 4.34234 -5.46597 1.34003
N 3.83527 -7.19537 0.06845
H 5.31104 -5.75012 1.30851
H 4.05499 -4.64843 1.85882
H 4.78132 -7.16641 -0.28403
H 3.21572 -7.96566 -0.13872
C 4.43357 7.71702 5.50501
O 4.23849 8.77469 6.05799
N 4.31127 6.55477 6.17537
N 4.54159 7.38436 4.23779
H 3.96339 6.58696 7.12302
H 4.39055 5.65176 5.72994
H 4.14445 6.51597 3.90872
H 4.49001 8.07888 3.50630
C 10.94549 0.16687 -0.41102
O 10.61799 0.99415 -1.25729
N 12.13236 -0.33095 -0.13596
N 10.04109 -0.52025 0.24109
H 12.16535 -0.72909 0.79166
H 12.99496 0.02670 -0.52079
H 10.46866 -0.84800 1.09542
H 9.05920 -0.28373 0.23387
C -3.34700 -1.09630 5.96674
O -3.67069 -1.33266 4.79516
N -2.90779 0.05200 6.29664
N -3.22932 -2.03985 6.93088
H -2.44003 -0.02821 7.18820
H -2.65023 0.74105 5.60455
H -2.73894 -1.67941 7.73692
H -3.36128 -3.01944 6.72331
C -1.25160 4.21254 -6.02751
O -1.51816 3.07084 -6.41358
N -1.70848 5.32444 -6.56397
N -0.71157 4.53950 -4.87268
H -2.40042 5.33715 -7.29962
H -1.50262 6.09753 -5.94749
H -0.78375 5.48766 -4.53224
H -0.33150 3.77128 -4.33838
C 7.01431 0.45662 -5.87358
O 6.23554 0.16137 -6.75806
N 6.61809 0.76911 -4.68022
N 8.31278 0.46083 -6.06866
H 7.27171 0.63852 -3.92140
H 5.65868 0.59436 -4.41736
H 8.63654 0.11028 -6.95883
H 8.74633 1.08834 -5.40658
C -2.55990 -5.25781 -2.29298
C -2.24945 -3.75193 -2.10154
C -3.07504 -2.77970 -2.98705
O -4.42590 -2.66578 -2.55710
C -5.36415 -2.50077 -3.69614
N -2.52273 -3.48579 -0.72510
H -3.61583 -5.51742 -2.21758
H -2.03842 -5.86832 -1.55580
H -2.33450 -5.54307 -3.32057
H -1.23126 -3.46824 -2.36782
H -2.99407 -3.21441 -3.98332
H -2.57304 -1.81323 -3.03204
H -5.51476 -3.37993 -4.32263
H -5.20656 -1.73978 -4.46045
H -6.32477 -2.18687 -3.28777
H -1.88808 -2.73093 -0.50716
H -2.13352 -4.22536 -0.15797
C -10.60621 0.45865 1.87450
C -9.27691 -0.01103 1.30897
C -8.21621 1.15934 1.39129
O -6.96047 0.58321 0.97883
C -5.92932 1.64356 0.89663
N -8.78982 -1.28615 1.93282
H -10.86022 -0.13659 2.75158
H -11.38728 0.45573 1.11423
H -10.57174 1.50652 2.17263
H -9.29903 -0.07711 0.22121
H -8.28320 1.56548 2.40057
H -8.45562 1.95594 0.68687
H -5.62783 1.98006 1.88858
H -6.28145 2.56682 0.43654
H -4.98931 1.30320 0.46231
H -9.54794 -1.94413 1.82146
H -8.94934 -1.23197 2.92868
```

Computed properties:
* highest occupied orbital energy: -7.0 eV
* E_LUMO: 1.89 eV
* energy relative to the best compared isomer or geometry (same formula, charge and spin): 702.0 kJ/mol
* HOMO-LUMO gap: 8.88 eV
* charge: -1

Atom charges from the Löwdin analysis, given in e for atoms 1 to 8:
1 As 0.835
2 F -0.345
3 F -0.269
4 F -0.292
5 F -0.295
6 F -0.320
7 F -0.314
8 C -0.765

=====

Number 1: E -1161.254999 a.u.. Number 2: E -2742.963296 a.u.. Number 3: E -4764.715341 a.u..